Entry 1:
# C21H59N7O6

6 unconnected molecules or ions with the total composition C21H59N7O6 (ωB97M-V/def2-TZVPD, OMol25).

CARTESIAN COORDINATES (ANGSTROEM)
O: 3.829 -0.694 -2.445
O: -2.135 4.089 1.374
O: -0.349 0.059 1.158
O: -6.141 1.673 2.395
O: -0.560 -5.047 2.198
O: 3.575 2.548 -1.042
N: 6.550 -2.208 -0.603
N: 3.788 3.588 -4.600
N: -1.136 5.094 3.170
N: -0.631 -0.562 -1.539
N: -4.315 -0.459 3.260
N: -0.458 5.565 1.022
N: -2.164 -6.000 0.159
C: -1.507 0.556 0.528
C: -0.548 -0.303 2.504
C: 4.169 2.885 -3.365
C: 4.663 -1.737 -1.977
C: 6.722 -0.197 -1.893
C: -0.341 -4.677 3.537
C: -1.189 -4.035 1.443
C: -6.465 0.330 2.168
C: -1.643 -4.631 0.092
C: 5.595 3.317 -3.017
C: 5.734 -1.086 -1.118
C: -5.262 2.253 1.474
C: -5.252 -0.614 2.114
C: -2.620 -3.730 -0.666
C: -5.656 -2.070 1.975
C: -1.291 4.853 1.842
C: -1.237 0.679 -0.992
C: 2.524 1.976 -0.337
C: 2.673 -1.145 -3.150
C: 3.195 3.233 -2.214
C: -2.540 1.015 -1.707
H: 2.292 -0.247 -3.627
H: 2.200 2.913 -2.538
H: 5.930 2.816 -2.108
H: -1.313 -1.273 -1.297
H: -2.402 -2.664 -0.633
H: -1.074 0.519 3.011
H: -1.219 -4.771 4.183
H: 4.039 1.812 -3.519
H: 7.313 -0.771 -2.600
H: -4.645 -0.390 1.229
H: 1.695 1.560 -0.923
H: -0.562 5.858 3.480
H: 2.838 1.165 0.327
H: -4.753 -2.647 1.789
H: -2.272 1.307 -2.723
H: 5.977 -2.873 -0.101
H: 5.681 4.402 -2.959
H: 3.689 4.572 -4.382
H: -1.715 1.561 0.921
H: -0.710 -4.739 -0.473
H: -4.951 -0.511 4.065
H: 2.075 2.717 0.350
H: 7.360 -1.898 -0.091
H: -1.319 -6.555 0.290
H: -4.893 3.219 1.812
H: -6.323 -2.219 1.118
H: 4.951 -2.432 -2.771
H: -5.742 2.353 0.491
H: -2.124 -3.711 1.926
H: 2.948 -1.915 -3.873
H: -2.645 -6.220 1.032
H: -4.346 1.668 1.314
H: -1.238 -1.147 2.616
H: -6.270 -2.445 2.798
H: -7.085 0.228 1.267
H: 0.054 -3.659 3.612
H: -0.532 5.528 0.026
H: 0.153 -0.590 -0.885
H: 2.948 3.145 -4.955
H: 6.294 2.989 -3.789
H: -0.553 1.529 -1.000
H: -2.372 -0.092 0.740
H: 3.205 4.324 -2.100
H: -4.069 0.533 3.292
H: -1.832 4.836 3.843
H: -2.748 -4.071 -1.689
H: -0.459 -3.233 1.290
H: 0.417 -5.357 3.928
H: 4.070 -2.377 -1.301
H: 0.412 -0.484 2.974
H: 5.270 -0.483 -0.334
H: 1.960 -1.546 -2.428
H: 7.303 0.433 -1.220
H: -3.576 -3.824 -0.141
H: -3.215 0.159 -1.695
H: -7.070 -0.022 3.009
H: -3.045 1.882 -1.278
H: 6.103 0.525 -2.438
H: 0.314 6.092 1.388

HOMO level   -8.92 eV
E   -45447.2099 eV
Energy relative to the best compared isomer or geometry (same formula, charge and spin)   31.6 kcal per mole

Entry 2:
# C4H9O6P

C4H9O6P in the gas phase (ωB97M-V/def2-TZVPD, OMol25).

CARTESIAN COORDINATES (ANGSTROEM)
P: -1.011 -0.470 0.504
O: -1.702 0.514 -0.624
O: 1.591 0.237 -0.905
O: -0.500 0.148 1.689
O: -2.214 -1.428 0.794
O: 0.161 -2.702 0.363
O: 2.334 -1.244 0.614
C: 0.170 -1.520 -0.410
C: 2.589 1.266 -0.611
C: 1.551 -0.818 -0.169
C: -2.364 1.705 -0.294
H: -2.121 -1.953 1.636
H: 2.926 1.763 -1.475
H: 2.192 1.970 0.083
H: -3.351 1.536 0.383
H: -2.589 2.097 -1.286
H: 0.947 -2.641 1.009
H: -0.178 -1.858 -1.452
H: -1.863 2.662 0.135
H: 3.431 0.736 0.017

HOMO level   -10.36 eV
E   -25868.5936 eV
Energy relative to the best compared isomer or geometry (same formula, charge and spin)   0.0 kcal per mole

Entry 3:
# C7H14N2

2 unconnected molecules or ions with the total composition C7H14N2 (ωB97M-V/def2-TZVPD, OMol25).

CARTESIAN COORDINATES (ANGSTROEM)
N: 1.035 -0.662 1.126
N: -0.400 -2.300 0.685
C: -0.218 -0.208 1.692
C: -1.113 -1.186 1.316
C: 0.736 1.956 2.256
C: 0.865 -1.770 0.538
C: -0.489 0.403 -2.460
C: -0.386 0.959 2.483
C: 0.134 0.116 -3.799
H: -0.243 0.814 3.610
H: 0.119 0.843 -4.654
H: 0.774 2.435 3.274
H: 1.677 -2.346 0.065
H: -0.415 -0.566 -1.917
H: -1.430 1.299 2.452
H: -2.064 -1.351 1.713
H: -0.289 -0.722 -4.211
H: 1.742 1.388 2.066
H: 0.108 1.229 -1.988
H: 1.143 -0.235 -3.681
H: -0.538 -3.303 0.479
H: 0.817 2.616 1.385
H: -1.564 0.589 -2.429

HOMO level   -8.68 eV
E   -10464.5113 eV
Energy relative to the best compared isomer or geometry (same formula, charge and spin)   42.8 kcal per mole

Entry 4:
# C6H7NO

A molecular structure, C6H7NO (ωB97M-V/def2-TZVPD, OMol25).

CARTESIAN COORDINATES (ANGSTROEM)
O: 1.590 2.250 -0.194
N: -1.888 0.611 0.310
C: -1.085 -0.269 -0.674
C: 0.752 1.299 0.041
C: 0.799 0.069 0.831
C: -0.800 -0.316 0.874
C: 0.248 0.272 -1.142
C: 1.204 -0.541 -0.341
H: -2.914 0.457 0.696
H: 0.311 0.409 -2.135
H: -1.056 -0.922 1.689
H: -1.555 -1.338 -0.973
H: 0.887 -1.607 -0.295
H: 2.324 -0.225 -0.654
H: 1.184 -0.150 1.967

HOMO level   -9.01 eV
E   -9866.7342 eV
Energy relative to the best compared isomer or geometry (same formula, charge and spin)   136.6 kcal per mole

Entry 5:
# C64H131N6O13

9 unconnected molecules or ions with the total composition C64H131N6O13 (ωB97M-V/def2-TZVPD, OMol25).

CARTESIAN COORDINATES (ANGSTROEM)
O: -0.496 4.506 0.899
O: 3.501 1.872 6.690
O: -0.702 -0.777 -3.800
O: -4.176 -1.229 3.901
O: -3.315 3.321 -0.272
O: 6.936 -0.215 0.005
O: -1.092 1.448 1.288
O: 2.475 0.443 5.294
O: -3.148 -3.715 -0.022
O: -3.449 -2.224 -1.657
O: 0.468 -4.684 2.114
O: -2.947 -1.531 0.431
O: 1.371 2.222 6.023
N: 0.831 4.846 0.577
N: -4.324 2.902 -1.160
N: -3.841 -2.543 3.476
N: 5.718 0.060 0.697
N: 1.488 -4.167 1.278
N: -0.021 -1.203 -4.965
C: -4.665 -4.841 3.146
C: 0.104 0.870 1.080
C: 1.464 -4.746 -0.044
C: -2.023 -1.125 -6.298
C: -3.148 -2.383 -0.351
C: 3.564 1.208 0.643
C: -2.978 -3.609 -3.490
C: 1.067 4.910 -0.851
C: 2.546 5.168 -1.130
C: 1.705 -0.908 -7.251
C: 6.538 -0.824 2.840
C: 0.664 7.119 1.565
C: 2.719 -3.986 2.048
C: 5.474 2.155 -0.684
C: 3.985 -4.216 -0.170
C: -5.959 4.129 0.097
C: -4.973 1.698 -3.141
C: 4.673 0.753 2.792
C: -3.832 -3.462 -2.261
C: -5.356 3.927 -1.287
C: 1.513 -6.289 -0.048
C: 1.376 5.101 2.938
C: 2.858 6.032 1.215
C: 3.817 1.753 2.028
C: -6.512 3.457 -2.198
C: -2.465 -2.816 5.562
C: -5.876 -3.316 4.719
C: 3.107 6.300 -0.281
C: -3.797 2.139 -2.297
C: -0.478 2.296 4.441
C: -4.826 5.276 -1.814
C: 1.282 0.500 4.508
C: 1.390 5.751 1.565
C: 5.993 0.397 2.088
C: 4.838 0.866 -0.127
C: 2.095 -1.757 -6.038
C: -3.600 -4.495 -1.123
C: 2.625 -4.197 -0.879
C: -2.865 2.995 -3.177
C: 0.184 -0.980 -7.395
C: 3.848 -3.470 1.151
C: -5.994 2.780 -3.452
C: 0.694 3.544 -1.464
C: -1.450 -2.149 3.341
C: -0.703 0.953 -6.097
C: 0.201 6.010 -1.526
C: -0.607 -0.568 -6.160
C: -3.483 -5.353 3.966
C: 0.223 0.175 -0.281
C: 2.113 -0.007 -4.242
C: 3.204 -5.232 2.815
C: -5.029 -3.374 3.414
C: -5.916 -2.901 2.258
C: 4.337 0.113 -1.361
C: 0.200 -4.313 -0.786
C: -3.099 0.911 -1.750
C: 1.597 -2.414 -3.704
C: 7.022 1.515 2.286
C: -2.553 -2.956 4.024
C: 2.450 -2.900 3.080
C: -2.297 -4.432 3.690
C: 1.436 -1.294 -4.739
C: 0.381 1.419 5.328
C: 2.551 1.580 6.039
H: 2.629 -2.748 -3.590
H: -6.569 -4.163 4.710
H: 3.176 -1.646 -5.892
H: -2.588 -0.851 -5.405
H: 0.881 -0.508 4.456
H: -0.732 6.179 -0.991
H: 7.230 1.664 3.344
H: 4.098 -5.002 3.390
H: 0.292 1.399 -5.996
H: -4.881 5.301 -2.903
H: 0.003 -0.190 -8.147
H: -0.414 7.016 1.499
H: 6.380 1.880 -1.222
H: 7.980 1.207 1.849
H: 1.786 -3.265 3.869
H: 4.777 -3.862 -0.828
H: 3.784 0.729 -2.055
H: -6.769 2.355 -4.100
H: 5.233 -0.292 -1.862
H: -5.266 -3.551 5.595
H: -0.057 5.746 -2.557
H: 0.914 -3.223 -3.955
H: 2.935 0.323 0.784
H: -1.406 -2.417 2.285
H: 2.190 5.479 3.574
H: 4.195 6.319 -0.407
H: 4.161 -5.271 0.078
H: -2.816 0.207 -2.539
H: 0.563 -6.659 0.353
H: -1.457 -3.123 5.849
H: -5.260 4.579 0.800
H: 7.414 -1.245 2.343
H: -5.379 6.134 -1.420
H: 6.901 -1.164 -0.144
H: 5.759 -1.592 2.803
H: -3.364 3.894 -3.528
H: -4.898 -3.475 -2.499
H: -1.016 3.060 4.996
H: -4.541 -4.938 -0.805
H: 2.739 -4.770 -1.802
H: -2.830 -5.203 -1.430
H: 0.137 2.710 3.644
H: -6.788 -3.559 2.231
H: 3.004 1.952 0.076
H: -3.723 0.370 -1.046
H: 0.773 6.938 -1.593
H: -0.632 -0.474 -0.507
H: 3.556 -5.928 2.041
H: 5.756 2.829 0.127
H: 3.585 5.313 1.598
H: 1.286 -2.024 -2.731
H: 0.125 -3.896 2.552
H: -2.672 -1.830 5.978
H: -3.093 -4.585 -3.966
H: -1.188 1.674 3.882
H: 1.615 0.355 -3.334
H: -2.460 -0.864 -7.266
H: -0.336 3.338 -1.166
H: 4.098 -0.144 3.017
H: -2.195 -4.552 2.607
H: 0.196 0.917 -1.091
H: -1.540 -1.066 3.433
H: 4.741 2.684 -1.288
H: -0.242 0.873 6.040
H: -6.402 3.223 0.506
H: 2.095 -1.948 2.675
H: -0.457 3.561 1.161
H: 2.208 -1.336 -8.117
H: -4.375 -4.906 2.087
H: -6.241 -1.877 2.446
H: -6.785 4.846 -0.025
H: -1.283 1.366 -6.918
H: 0.987 7.699 2.436
H: -5.355 -2.885 1.326
H: 1.989 0.126 -7.060
H: 1.051 7.689 0.719
H: -4.624 1.249 -4.082
H: -3.209 -2.829 -4.218
H: 0.149 -3.221 -0.797
H: -7.108 2.775 -1.590
H: 2.712 7.266 -0.595
H: -1.918 -3.428 -3.290
H: 4.360 2.698 1.899
H: 3.858 -0.836 -1.088
H: 3.387 -2.633 3.582
H: 2.059 0.779 -4.995
H: 1.393 0.908 3.503
H: 1.088 -0.503 -0.373
H: 6.815 2.444 1.758
H: 3.162 6.993 1.654
H: 2.612 5.461 -2.185
H: -3.257 -6.376 3.664
H: -0.718 -4.665 -0.306
H: -3.149 -3.513 6.053
H: 3.146 4.268 -0.988
H: -2.645 3.748 -0.826
H: -3.822 -5.353 5.009
H: 1.368 2.775 -1.100
H: 1.660 4.046 2.890
H: 0.294 0.064 1.851
H: -2.078 -2.221 -6.322
H: 1.859 -2.810 -6.209
H: 0.174 -4.670 -1.818
H: -0.230 -1.838 -7.928
H: 0.680 3.663 -2.549
H: -1.986 3.321 -2.611
H: 3.776 -2.388 1.016
H: -3.794 5.468 -1.513
H: 6.717 -0.638 3.896
H: -2.191 1.201 -1.215
H: -4.268 -1.353 4.856
H: 1.635 -6.716 -1.044
H: 4.788 -3.636 1.692
H: -2.506 2.423 -4.034
H: -6.427 -2.386 4.823
H: 3.138 -0.177 -3.919
H: 2.404 -5.756 3.330
H: -1.386 -4.748 4.198
H: 0.960 1.591 1.158
H: 2.410 -3.156 -1.140
H: 4.953 1.251 3.725
H: -5.569 3.548 -4.116
H: -5.543 0.848 -2.740
H: 0.454 5.255 3.495
H: -0.351 0.103 -3.591
H: 2.922 1.916 2.624
H: 2.268 -6.705 0.620
H: -5.563 -5.452 3.249
H: -7.030 4.372 -2.487
H: -1.192 1.313 -5.185
H: -0.483 -2.452 3.772

HOMO level   -3.47 eV
E   -104045.3893 eV
Total charge   -1

Entry 6:
# C5H10O2

3 unconnected molecules or ions with the total composition C5H10O2 (ωB97M-V/def2-TZVPD, OMol25).

CARTESIAN COORDINATES (ANGSTROEM)
O: 0.118 -1.765 0.450
O: -0.281 2.056 -1.986
C: 1.121 0.241 1.048
C: -0.874 -0.932 1.038
C: -0.178 0.377 1.292
C: 1.398 -1.168 0.595
C: 0.402 1.079 -1.813
H: -2.364 1.118 -1.501
H: -2.915 0.658 -1.294
H: 2.007 -1.720 1.329
H: 1.888 0.999 1.162
H: 1.923 -1.219 -0.370
H: -1.721 -0.846 0.346
H: -1.249 -1.376 1.975
H: 1.508 1.144 -1.758
H: -0.024 0.062 -1.702
H: -0.687 1.269 1.637

HOMO level   -9.39 eV
E   -9439.2383 eV
Energy relative to the best compared isomer or geometry (same formula, charge and spin)   87.7 kcal per mole

Calculated gap between HOMO and LUMO (eV), listed in the same order as above: 9.31, 11.05, 9.59, 9.82, 5.54, 10.23
Calculated lowest unoccupied orbital energy (eV), listed in the same order as above: 0.4, 0.7, 0.9, 0.8, 2.1, 0.8
Calculated F_max (eV Å⁻¹), listed in the same order as above: 2.4, 4.2, 6.4, 10.2, 2.6, 0.6